# C4H9FN2

2 unconnected molecules or ions with the total composition C4H9FN2 at a distorted geometry (ωB97M-V/def2-TZVPD, the Open Molecules 2025 dataset).

```
16
Properties=species:S:1:pos:R:3:mulliken_charge:R:1
H 2.93789 0.07775 0.57960 0.351
C 0.85076 -0.24013 0.31298 -0.073
F -2.28414 -1.96222 -0.33209 -0.281
H 0.23616 -1.39852 -1.19025 0.348
C -0.07165 -1.02695 -0.26190 -0.606
H -2.25170 1.01992 1.02147 0.236
H -1.44142 -0.93027 1.36915 0.427
H 2.48959 -0.46490 -0.97624 0.349
C 2.19865 0.13113 -0.16675 -1.082
H -0.82202 1.08450 -1.39427 0.377
N -2.12822 0.88261 0.08035 -0.494
C -1.34883 -1.21400 0.34986 -0.098
N -0.98144 1.41619 -0.37886 -0.358
H -0.10875 1.21590 0.04223 0.337
H 2.11256 1.24012 -0.38216 0.249
H 0.61255 0.16888 1.32687 0.319
```

HOMO level (spin up / spin down) = -7.5170 / -7.6898 eV
multiplicity = 1
energy = -367.00445 a.u.

---

# C4H9FN3

A gas-phase ion, C4H9FN3 (charge +1) at a distorted geometry (ωB97M-V/def2-TZVPD, the Open Molecules 2025 dataset).

```
17
Properties=species:S:1:pos:R:3:mulliken_charge:R:1
H 0.98362 1.93362 -0.80900 0.349
C -1.11567 -0.39872 -0.05694 0.810
C 1.35239 0.97103 -0.95653 -0.848
H -1.30496 -1.45295 -1.76762 0.235
F 3.37403 -0.55918 0.11568 -0.126
N -0.08907 0.18040 0.79069 -0.554
N 1.21127 0.15175 0.26464 0.328
H 2.34473 1.02393 -1.25652 0.401
H -2.28669 0.53222 1.28670 0.359
N -0.70111 -0.95247 -1.09578 -0.667
H -0.21863 -0.00776 1.74223 0.272
H -3.06232 0.58288 -0.17500 0.338
H 0.57552 0.55263 -1.60121 0.296
H -3.05406 -0.81985 0.73970 0.362
C -2.46470 -0.05628 0.41525 -1.204
C 2.23824 -0.51282 0.71906 0.331
H 2.21740 -1.16841 1.64465 0.318
```

HOMO level = -14.2407 eV
multiplicity = 1
energy = -421.60147 a.u.
SMILES = [H]/N=C(\C)N/[N+](C)=C/F
total charge = +1

---

# C4H9FO

C4H9FO in the gas phase at a distorted geometry (ωB97M-V/def2-TZVPD, the Open Molecules 2025 dataset).

```
15
Properties=species:S:1:pos:R:3:mulliken_charge:R:1
O 2.87669 0.28423 -0.30121 -0.477
H -0.74502 -1.43755 -0.37253 0.286
H -2.74814 -0.37606 -0.79649 0.319
C -2.09751 0.27793 -0.20527 -1.092
H 2.95073 1.15564 0.12703 0.326
H -1.90238 1.15741 -0.81494 0.341
C 0.36135 0.24932 -0.17954 0.033
F 0.18930 1.51759 0.30715 -0.326
C 1.82388 -0.40880 0.28251 -0.604
C -0.91753 -0.57888 0.24581 -0.417
H -0.85813 -0.90969 1.25939 0.414
H 0.46375 0.14294 -1.29020 0.257
H 1.61691 -0.44634 1.36974 0.354
H -2.65923 0.73114 0.62357 0.286
H 1.64531 -1.35888 -0.25500 0.299
```

HOMO level = -9.6896 eV
multiplicity = 1
energy = -332.86216 a.u.
SMILES = CC[C@@H](F)CO

---

# C4H9FO2Yb

A molecular structure, C4H9FO2Yb at a distorted geometry (ωB97M-V/def2-TZVPD, the Open Molecules 2025 dataset).

```
17
Properties=species:S:1:pos:R:3:mulliken_charge:R:1
O -0.01352 -0.84009 0.22945 -0.672
C 3.34554 -1.25983 -0.18448 -0.419
H 4.43785 -1.22466 -0.13222 0.245
C -1.03793 2.21803 0.31207 -0.873
H -1.07804 2.91331 1.16880 0.215
Yb 0.91666 0.99943 0.27453 1.069
H -1.67480 -1.86575 -0.45291 0.260
H -1.84657 0.45699 -1.34406 0.289
H 2.74246 -1.60882 -1.02775 0.262
H -1.25083 2.84565 -0.57976 0.246
H 3.17429 -2.01629 0.58796 0.287
C -1.39806 -1.00651 0.19333 -0.311
C -2.19674 0.19278 -0.32557 -0.518
H -3.25008 -0.12050 -0.41719 0.343
F 3.08903 0.22518 -0.01612 -0.307
H -1.78150 -1.23817 1.20988 0.257
O -2.17776 1.32926 0.50404 -0.372
```

HOMO level (spin up / spin down) = -6.3833 / -6.3830 eV
multiplicity = 1
energy = -1566.70557 a.u.